This record from the OMol25 dataset describes 37 unconnected molecules or ions with the total composition C7H92BrNO41P2Si in a non-equilibrium geometry. The level of theory is ωB97M-V with the def2-TZVPD basis set.

The maximum force comes out at 0.0342 Eh/bohr. The calculation puts the molar mass at 1016.7 g/mol. The energy above the lowest of the compared OMol25 structures with the same formula, charge and spin comes out at 0.0 kcal/mol. As for the orbital gap: 7.81 eV. The HOMO energy comes out at -8.57 eV. The value obtained for the total energy is -190694.213 eV. Its charge is 0.

XYZ file:
```
145
Properties=species:S:1:pos:R:3:forces:R:3:lowdin_charge:R:1
C -3.46497 1.47507 4.40851 -0.092 0.117 -0.094 -0.09
C -3.42164 2.51725 3.29920 -0.134 -0.037 0.239 -0.26
C -3.21560 1.89877 1.92528 0.265 -0.190 0.406 -0.25
C -1.76410 1.37424 1.78094 -0.563 0.679 -0.656 -0.28
Si -0.78146 2.13420 0.38827 0.745 -0.230 0.561 0.60
C 1.05451 2.01255 0.88107 -0.404 0.221 -0.883 -0.33
C 2.12916 1.87412 -0.19078 0.101 -0.473 0.721 -0.76
C 2.24798 0.48430 -0.78857 0.290 0.633 -0.295 -0.17
Br 1.93571 3.16601 -1.64563 0.013 0.185 -0.077 0.76
P -1.43152 0.84206 -1.34125 -1.713 -0.237 0.336 0.44
N -2.96366 0.68307 -1.20932 0.423 0.376 -0.065 -0.14
O -1.04292 1.42810 -2.79572 0.972 -0.717 -0.311 -0.21
O -0.72380 -0.63044 -1.21071 0.611 0.501 -0.008 -0.20
P -1.47028 4.27893 0.12118 -0.463 0.473 -0.638 0.35
O -2.72167 4.37421 -0.62512 -0.448 -0.076 -0.161 -0.30
O -1.63662 4.87764 1.61272 0.514 -0.507 0.170 -0.17
O -0.37791 5.21099 -0.58192 0.388 -0.201 0.263 -0.21
H -3.76788 1.92812 5.34323 0.041 0.025 0.227 0.04
H -2.50261 0.99527 4.55936 0.167 -0.157 0.004 0.06
H -4.19724 0.70762 4.17557 -0.099 -0.235 -0.080 0.07
H -2.63128 3.22776 3.53439 0.133 0.207 -0.092 0.09
H -4.35739 3.06944 3.33222 -0.179 0.156 -0.157 0.11
H -3.88005 1.04502 1.86201 -0.222 -0.151 -0.191 0.08
H -3.50783 2.56449 1.12146 0.010 0.189 -0.131 0.08
H -1.82047 0.33421 1.49589 0.207 -0.577 0.367 0.03
H -1.23582 1.49230 2.72118 0.259 -0.191 0.143 0.06
H 1.29765 2.86097 1.51007 -0.034 0.236 0.210 0.06
H 1.12927 1.13886 1.52398 0.052 -0.204 0.199 0.07
H 3.07638 2.13077 0.26316 0.214 0.220 0.011 0.07
H 3.27310 0.31858 -1.09215 0.205 -0.119 -0.041 0.07
H 1.66750 0.43493 -1.69622 -0.326 -0.404 -0.126 0.02
H 1.96960 -0.28681 -0.08220 -0.109 -0.132 0.132 0.05
H -3.43072 1.02415 -2.04488 -0.488 -0.184 0.154 -0.02
H -0.15600 1.14567 -3.08309 0.098 0.425 0.232 0.03
H -0.46084 -0.78113 -0.28740 0.054 -0.169 -0.161 0.05
H -0.90718 4.55711 2.17108 -0.244 0.310 0.254 0.07
H 0.44620 5.26575 -0.07102 -0.096 0.167 -0.058 0.02
O -3.65295 7.12758 2.51511 0.090 -0.066 0.127 -0.06
H -3.16854 6.30019 2.40204 0.042 -0.048 -0.154 0.01
H -4.36523 7.07248 1.87048 0.027 0.030 0.020 0.04
O 2.79526 2.62760 3.37519 0.073 -0.229 -0.214 -0.06
H 3.26726 1.80506 3.17897 -0.046 -0.015 -0.064 0.03
H 3.48402 3.30217 3.34359 -0.010 0.011 0.323 0.05
O 1.53684 -2.15810 1.58117 0.567 0.150 -0.115 -0.05
H 2.14561 -2.88816 1.40933 -0.094 -0.137 0.101 0.04
H 1.49320 -2.14793 2.54923 -0.370 -0.191 0.142 0.02
O 0.13958 2.83805 4.73937 0.225 -0.057 -0.300 -0.07
H -0.03577 1.94683 5.06602 -0.213 0.017 0.000 0.00
H 0.89961 2.71422 4.14505 -0.048 0.196 0.225 -0.01
O 0.66339 -0.03420 4.92339 0.112 0.141 0.062 -0.04
H 0.91441 -0.95595 4.78912 0.057 0.084 -0.092 0.00
H 1.46307 0.45742 4.69983 0.023 -0.078 -0.013 0.03
O -1.92296 7.83646 5.26569 0.105 -0.022 -0.056 -0.07
H -2.27780 8.70332 5.49995 -0.099 0.048 -0.087 -0.01
H -2.33617 7.63856 4.41709 -0.158 0.021 -0.009 0.00
O 0.87628 6.73976 1.59471 0.185 0.053 -0.009 -0.05
H 0.86922 7.42221 0.91471 -0.064 -0.006 0.031 0.05
H 0.55244 7.18572 2.38553 -0.038 -0.083 0.008 0.05
O -0.96161 -0.18019 -5.35912 -0.021 -0.145 0.077 -0.05
H -1.00183 0.16926 -4.46070 -0.322 -0.079 -0.006 -0.01
H -1.01906 0.62693 -5.88577 0.118 0.036 -0.182 0.03
O 1.77302 -0.70038 -3.98795 -0.147 0.137 0.069 -0.05
H 1.15647 -1.36341 -3.65675 -0.170 0.065 -0.164 0.04
H 1.34863 -0.36965 -4.79662 0.004 -0.257 0.110 0.03
O 2.09684 -2.56030 4.47305 -0.099 -0.190 -0.105 -0.05
H 2.99846 -2.89981 4.47473 0.015 0.134 0.001 0.07
H 1.74996 -2.83378 5.33173 0.078 -0.014 -0.027 0.06
O -4.25747 0.06015 -3.87757 -0.003 -0.151 -0.249 -0.06
H -3.57645 -0.36880 -4.40931 0.016 0.102 -0.008 0.02
H -5.03444 -0.49877 -3.98124 -0.019 0.079 0.047 0.04
O -2.68837 -1.81869 1.73847 0.202 0.099 0.048 -0.06
H -2.87565 -2.73979 1.94368 -0.033 0.040 0.072 0.04
H -2.72273 -1.80380 0.77396 -0.116 -0.070 -0.130 -0.01
O 4.62748 3.32485 5.46656 -0.022 0.137 0.097 -0.07
H 5.27033 3.82379 5.98802 0.146 -0.165 -0.044 0.01
H 3.77280 3.50771 5.87232 -0.001 -0.021 -0.076 0.04
O 1.63384 -4.17038 -0.53387 -0.060 0.202 -0.355 -0.05
H 1.18382 -3.35259 -0.26708 -0.154 -0.129 0.120 0.04
H 1.28670 -4.35366 -1.41636 -0.113 -0.022 0.050 0.07
O -3.42628 10.33651 6.28143 0.072 -0.093 0.097 -0.05
H -4.38601 10.29494 6.21379 0.037 -0.029 -0.062 0.05
H -3.22724 9.97238 7.15137 -0.037 0.074 0.011 0.05
O 0.40879 2.38081 -5.73288 0.073 0.107 0.197 -0.04
H 1.30936 2.34547 -5.38936 0.000 0.051 -0.059 0.05
H -0.03971 3.02415 -5.16905 -0.019 0.000 -0.028 0.06
O -1.50540 3.28961 -7.92571 -0.027 -0.070 0.070 -0.07
H -0.60686 3.25052 -7.57998 -0.021 -0.055 0.004 0.00
H -1.95923 3.90484 -7.33422 0.043 0.097 -0.072 -0.01
O 3.84857 -6.44511 -1.69703 -0.245 0.161 -0.205 -0.04
H 3.12333 -5.94059 -1.31177 0.163 0.043 0.300 0.02
H 4.41717 -5.77850 -2.10346 0.073 -0.044 0.057 0.06
O 3.89706 -0.30359 2.25544 -0.006 -0.006 0.108 -0.04
H 4.69809 -0.48723 1.75404 -0.026 0.053 -0.002 0.05
H 3.26183 -0.97875 1.97388 -0.125 0.167 -0.114 0.00
O 2.63423 -6.53615 -4.39335 -0.213 0.234 0.025 -0.05
H 3.16065 -7.28052 -4.70296 -0.105 -0.043 0.023 0.06
H 2.73535 -6.55060 -3.43183 0.285 -0.234 -0.064 0.00
O -0.01856 -6.94957 -5.76300 0.026 0.184 0.520 -0.08
H 0.61834 -6.55553 -5.15114 0.221 0.059 -0.224 0.00
H 0.36901 -6.84298 -6.64129 -0.198 -0.276 -0.118 0.02
O -2.77598 -3.35657 -0.74634 0.159 -0.149 -0.089 -0.05
H -2.96254 -4.28242 -0.55760 -0.077 0.051 -0.017 0.05
H -2.81230 -3.28206 -1.70589 -0.056 0.118 0.050 0.05
O 3.55451 -2.09922 -1.73405 0.121 0.021 -0.238 -0.04
H 3.04048 -2.83037 -1.38449 -0.041 -0.303 0.178 0.00
H 3.04416 -1.77967 -2.49151 0.242 0.175 -0.058 0.02
O -5.60718 -1.24665 1.02914 -0.066 0.010 -0.068 -0.07
H -5.02480 -0.87045 1.69835 0.066 -0.114 -0.021 0.00
H -5.11188 -1.12481 0.21061 -0.006 0.098 0.008 0.02
O 7.43321 3.52010 6.64388 0.022 0.041 -0.019 -0.05
H 7.68558 2.59244 6.59486 -0.066 0.020 -0.005 0.05
H 8.21860 4.00453 6.36964 -0.043 0.013 0.023 0.04
O -0.20415 -7.96917 -8.35533 0.394 -0.003 -0.264 -0.06
H -0.59573 -8.78425 -8.02343 -0.120 0.115 0.109 0.04
H -0.83918 -7.67681 -9.01617 -0.145 0.015 0.170 0.02
O 6.50846 -2.63857 -2.86280 -0.114 0.011 0.172 -0.07
H 7.22033 -2.21721 -2.37212 -0.010 -0.017 -0.038 0.03
H 5.70031 -2.40504 -2.38364 -0.047 -0.004 -0.098 -0.01
O 2.92379 -1.42687 7.08733 -0.132 0.137 0.300 -0.04
H 2.13612 -0.94500 7.37277 -0.059 0.005 -0.241 0.05
H 3.48739 -0.74827 6.69773 0.002 -0.046 -0.015 0.06
O -3.02614 -8.66534 -8.35065 -0.173 -0.144 -0.101 -0.06
H -3.40763 -7.85048 -8.00211 0.217 0.120 -0.075 0.03
H -3.47434 -8.79809 -9.19205 -0.030 -0.028 0.060 0.04
O 3.17548 -1.45658 10.14766 -0.083 0.060 -0.017 -0.06
H 3.20113 -0.53311 10.41594 -0.002 -0.041 0.004 0.03
H 3.05390 -1.44244 9.18939 0.225 -0.083 0.031 -0.02
O -2.69419 -5.57375 -8.62913 0.009 -0.046 0.026 -0.05
H -2.08349 -5.19164 -7.98618 0.069 0.010 -0.042 0.02
H -2.28939 -5.37148 -9.47835 -0.050 0.074 0.028 0.04
O -0.70971 -3.21420 -7.57174 -0.109 -0.019 0.022 -0.05
H -1.38961 -2.76351 -7.05884 0.064 0.060 0.025 0.03
H -0.21324 -2.50018 -7.98458 0.003 -0.052 0.001 0.04
O 0.68301 -5.32684 2.07496 -0.033 -0.076 -0.041 -0.06
H 0.51539 -6.24252 2.32029 0.018 0.043 0.032 0.04
H 0.66465 -5.31969 1.11032 0.100 0.057 0.040 0.00
O -2.22612 5.67561 -6.27895 0.029 0.042 0.107 -0.04
H -2.39437 5.89189 -5.35548 -0.051 -0.053 -0.018 0.05
H -2.35655 6.49987 -6.75849 0.012 -0.057 -0.028 0.05
O -3.51540 2.95713 7.40915 0.006 0.162 0.093 -0.06
H -4.20073 3.54754 7.73861 0.019 -0.030 0.001 0.04
H -2.91669 3.53326 6.92029 0.013 -0.038 0.005 0.04
O 0.40561 -9.24025 -3.89507 0.079 0.084 0.098 -0.07
H 0.28744 -8.49278 -4.50219 -0.114 -0.105 -0.194 -0.01
H 0.12224 -8.91228 -3.03717 -0.021 -0.049 -0.036 0.02
```
Forces are in eV/Å.

***

This record from the OMol25 dataset describes a molecular structure, C7H9AuBr2N5O2. The level of theory is ωB97M-V with the def2-TZVPD basis set.

The maximum force comes out at 0.0087 Eh/bohr. The calculation puts the molar mass at 552.0 g/mol. As for the orbital gap: 7.40 eV. The HOMO energy comes out at -4.74 eV. The value obtained for the total energy is -162727.075 eV. Its charge is -1.

XYZ file:
```
26
Properties=species:S:1:pos:R:3:forces:R:3:lowdin_charge:R:1
Au -0.71646 1.95756 -0.52370 0.318 0.307 0.076 0.37
N -1.06959 0.32724 2.48469 0.075 0.094 -0.227 0.03
N -1.82429 -0.86189 2.45732 -0.035 -0.105 0.232 -0.03
C -2.22129 -1.39344 1.28392 -0.179 -0.231 -0.238 -0.42
N -3.06149 -2.46103 1.37384 -0.071 0.010 0.143 0.15
N -1.84424 -0.78848 0.18270 0.304 0.075 0.132 0.14
N -2.08376 -1.39366 -1.01317 -0.202 -0.285 -0.076 -0.43
O -2.00763 -0.69507 -1.99125 0.029 0.025 0.048 0.04
O -2.33077 -2.61459 -1.08371 0.041 0.029 -0.113 -0.03
H -0.88360 0.55466 3.45061 -0.010 -0.025 0.002 0.08
H -1.59030 1.08460 2.03246 -0.019 0.004 0.048 -0.06
H -2.41894 -1.06555 3.24600 -0.101 0.151 -0.056 0.13
H -3.11553 -2.94883 2.25052 0.078 0.011 0.020 0.10
H -3.09953 -3.00847 0.52366 0.021 0.003 0.018 0.07
Br -2.88975 2.70842 0.44457 -0.078 -0.026 0.026 -0.32
Br 5.68011 0.23578 -1.94866 -0.084 -0.033 0.003 0.63
C 3.84943 0.68100 -1.58522 0.115 0.012 -0.005 -0.71
C 3.04360 1.13203 -2.61234 -0.025 0.006 0.035 -0.17
C 1.73265 1.49928 -2.32189 -0.029 0.028 -0.025 -0.16
C 1.19146 1.43890 -1.03007 -0.139 -0.097 -0.061 -0.37
C 2.05451 0.94995 -0.03709 0.024 -0.011 0.028 -0.17
C 3.36854 0.57245 -0.29416 -0.032 0.010 -0.023 -0.17
H 3.42873 1.19514 -3.62211 0.001 0.020 0.003 0.09
H 1.11526 1.84403 -3.14321 -0.011 0.013 0.012 0.08
H 1.68857 0.85389 0.97914 -0.005 -0.015 -0.007 0.06
H 4.00431 0.19609 0.49717 0.013 0.030 0.006 0.09
```
Forces are in eV/Å.